1.
{"formula": "C25H22BrClF4N2O15", "method": "ωB97M-V/def2-TZVPD", "multiplicity": 1, "e_homo_ha": -0.3434, "gap_ev": 8.701, "mol_weight_g_mol": 781.80, "energy_ev": -153410.3184, "e_lumo_ev": -0.6, "elements": ["C", "C", "C", "N", "C", "C", "C", "Cl", "C", "C", "C", "C", "C", "O", "Br", "C", "O", "N", "C", "O", "H", "H", "H", "H", "H", "H", "H", "H", "H", "H", "O", "C", "O", "C", "C", "F", "O", "H", "H", "H", "O", "C", "O", "C", "C", "F", "O", "H", "H", "H", "O", "C", "O", "C", "C", "F", "O", "H", "H", "H", "O", "C", "O", "C", "C", "F", "O", "H", "H", "H"], "positions_angstrom": [[-2.72, -0.16, 3.29], [-1.35, 0.48, 3.36], [-0.27, -0.34, 4.08], [-1.16, 1.62, 2.81], [0.20, 2.03, 2.80], [0.64, 2.83, 3.83], [1.95, 3.22, 3.85], [2.57, 4.20, 5.14], [2.76, 2.80, 2.85], [2.34, 2.00, 1.81], [1.03, 1.62, 1.77], [0.45, 0.76, 0.65], [-0.21, 1.68, -0.39], [-1.25, 2.22, -0.22], [0.68, 1.96, -2.15], [3.48, 1.69, 0.87], [3.42, 1.01, -0.12], [4.60, 2.33, 1.44], [4.22, 3.07, 2.60], [5.01, 3.73, 3.22], [-3.05, -0.24, 2.25], [-2.66, -1.17, 3.67], [-3.44, 0.45, 3.84], [-0.73, -1.20, 4.55], [0.22, 0.22, 4.87], [0.46, -0.69, 3.34], [-0.08, 3.09, 4.59], [1.16, 0.08, 0.20], [-0.37, 0.19, 1.09], [5.02, 2.88, 0.69], [6.39, 4.39, -3.60], [5.86, 3.34, -3.51], [4.64, 3.04, -4.05], [4.42, 1.64, -3.84], [5.30, 1.35, -2.67], [5.79, 0.08, -2.72], [6.37, 2.26, -2.85], [4.72, 1.09, -4.74], [3.37, 1.44, -3.64], [4.84, 1.52, -1.70], [-5.53, 0.06, 4.68], [-5.79, -1.03, 4.29], [-7.02, -1.42, 3.88], [-6.90, -2.75, 3.35], [-5.66, -3.24, 4.04], [-4.97, -4.11, 3.27], [-4.88, -2.06, 4.20], [-6.78, -2.70, 2.27], [-7.78, -3.34, 3.59], [-5.83, -3.69, 5.02], [1.20, -1.11, -3.00], [1.08, -1.13, -4.18], [0.25, -1.98, -4.85], [0.29, -1.61, -6.23], [1.62, -0.91, -6.33], [1.59, 0.08, -7.26], [1.76, -0.33, -5.05], [-0.55, -0.94, -6.45], [0.22, -2.48, -6.87], [2.46, -1.57, -6.53], [-3.96, -2.83, 0.22], [-3.22, -2.76, -0.70], [-1.96, -2.29, -0.65], [-1.36, -2.50, -1.94], [-2.57, -2.58, -2.83], [-2.36, -3.42, -3.88], [-3.55, -3.15, -1.97], [-0.79, -3.43, -1.92], [-0.69, -1.68, -2.20], [-2.92, -1.62, -3.20]], "mulliken_charge": [-1.207, 0.894, -1.384, -0.586, 0.120, -0.410, 0.340, -0.190, -0.410, 0.703, 0.657, -0.342, 0.199, -0.496, -0.190, 0.016, -0.597, -0.217, -0.072, -0.555, 0.317, 0.372, 0.357, 0.476, 0.333, 0.265, 0.591, 0.768, -0.040, 0.244, -0.508, 0.634, -0.342, 0.119, 0.967, -0.310, -0.375, 0.183, -0.177, -0.170, -0.499, 0.634, -0.334, -0.396, 0.295, -0.255, -0.209, 0.268, 0.279, 0.208, -0.479, 0.536, -0.285, -0.514, 0.314, -0.286, -0.161, 0.285, 0.281, 0.303, -0.507, 0.567, -0.252, 0.132, 0.414, -0.303, -0.341, 0.254, -0.246, 0.321]}

2.
{"formula": "C27H38Cl2P2Ti", "method": "ωB97M-V/def2-TZVPD", "multiplicity": 1, "e_homo_ha": -0.2820, "gap_ev": 6.927, "relative_energy_kcal_mol": 0.00, "mol_weight_g_mol": 543.32, "energy_ev": -95353.0803, "e_lumo_ev": -0.7, "elements": ["Ti", "Cl", "Cl", "H", "H", "P", "C", "C", "C", "C", "H", "C", "H", "H", "H", "H", "H", "H", "H", "C", "C", "H", "H", "H", "H", "H", "H", "C", "H", "C", "H", "H", "H", "H", "H", "H", "C", "C", "C", "C", "C", "C", "P", "C", "C", "C", "C", "C", "C", "C", "C", "C", "C", "C", "C", "H", "H", "H", "H", "H", "H", "H", "H", "H", "H", "H", "H", "H", "H", "H"], "positions_angstrom": [[0.09, -0.18, 1.26], [1.04, -0.63, -0.81], [-2.03, -1.22, 1.07], [-0.42, 1.26, 1.05], [1.47, 0.60, 1.49], [0.16, -0.12, -4.79], [1.87, -0.71, -5.38], [-1.04, -1.04, -5.90], [0.17, 1.66, -5.41], [2.42, -1.74, -4.39], [2.48, 0.19, -5.28], [2.00, -1.21, -6.81], [1.45, -2.13, -6.97], [3.05, -1.42, -7.04], [1.65, -0.48, -7.54], [2.39, -1.36, -3.37], [3.45, -1.99, -4.64], [1.84, -2.66, -4.41], [1.16, 2.01, -5.10], [-0.85, 2.49, -4.64], [0.05, 1.89, -6.91], [0.84, 1.41, -7.47], [0.10, 2.96, -7.14], [-0.90, 1.53, -7.31], [-0.73, 2.37, -3.56], [-1.87, 2.22, -4.88], [-0.73, 3.56, -4.87], [-1.04, -2.51, -5.51], [-0.73, -0.95, -6.94], [-2.45, -0.47, -5.75], [-0.07, -2.98, -5.64], [-1.76, -3.06, -6.11], [-1.32, -2.63, -4.46], [-2.75, -0.44, -4.71], [-3.16, -1.09, -6.29], [-2.53, 0.54, -6.15], [-0.49, 3.91, 6.67], [0.50, 3.88, 5.68], [0.58, 2.80, 4.80], [-0.33, 1.72, 4.90], [-1.32, 1.76, 5.90], [-1.39, 2.85, 6.78], [-0.13, 0.40, 3.66], [1.49, -0.25, 4.23], [2.29, -1.03, 3.37], [3.52, -1.54, 3.79], [3.96, -1.31, 5.09], [3.18, -0.57, 5.97], [1.95, -0.05, 5.55], [-1.54, -0.63, 4.12], [-1.32, -1.86, 4.76], [-2.39, -2.66, 5.14], [-3.70, -2.25, 4.88], [-3.93, -1.03, 4.24], [-2.86, -0.22, 3.86], [-0.55, 4.75, 7.34], [1.20, 4.70, 5.58], [1.34, 2.80, 4.03], [-2.03, 0.97, 6.04], [-2.15, 2.87, 7.55], [1.97, -1.26, 2.36], [4.12, -2.13, 3.11], [4.91, -1.71, 5.42], [3.51, -0.40, 6.99], [1.37, 0.50, 6.28], [-0.31, -2.19, 4.98], [-2.21, -3.61, 5.64], [-4.53, -2.88, 5.17], [-4.95, -0.72, 4.04], [-3.05, 0.73, 3.36]], "mulliken_charge": [-1.016, -0.236, -0.458, 0.270, 0.319, 0.294, 0.547, 0.635, 0.506, -1.279, 0.380, -1.465, 0.252, 0.447, 0.244, 0.207, 0.443, 0.248, 0.292, -1.540, -1.363, 0.238, 0.466, 0.189, 0.356, 0.261, 0.458, -1.625, 0.381, -1.677, 0.295, 0.423, 0.350, 0.363, 0.442, 0.288, -0.421, -0.728, 0.044, -0.254, -0.085, -0.741, 1.303, 0.429, -0.335, -1.004, -0.428, -0.758, -0.003, 0.359, -0.140, -0.729, -0.517, -0.601, -0.297, 0.379, 0.403, 0.410, 0.313, 0.412, 0.450, 0.418, 0.386, 0.404, 0.414, 0.350, 0.389, 0.378, 0.430, 0.434]}

3.
{"formula": "CH6N3O", "method": "ωB97M-V/def2-TZVPD", "multiplicity": 1, "e_homo_ha": -0.5577, "gap_ev": 11.687, "relative_energy_kcal_mol": 14.91, "mol_weight_g_mol": 76.08, "total_charge": 1, "energy_ev": -7643.9397, "e_lumo_ev": -3.5, "elements": ["N", "O", "C", "N", "N", "H", "H", "H", "H", "H", "H"], "positions_angstrom": [[1.86, 0.19, 0.17], [0.59, 0.87, -0.12], [-0.53, 0.05, -0.03], [-1.63, 0.81, 0.03], [-0.43, -1.24, 0.00], [2.57, 0.82, 0.48], [2.22, -0.29, -0.62], [-1.43, 1.80, 0.24], [-2.46, 0.39, 0.34], [-1.30, -1.79, -0.22], [0.54, -1.61, -0.27]], "mulliken_charge": [-0.488, -0.201, 0.698, -0.360, -0.326, 0.275, 0.271, 0.281, 0.240, 0.293, 0.315]}

4.
{"formula": "C13H29HgN3O4", "method": "ωB97M-V/def2-TZVPD", "multiplicity": 2, "e_homo_ha": [-0.3851, -0.4491], "gap_ev": [8.723, 8.082], "relative_energy_kcal_mol": 0.00, "mol_weight_g_mol": 491.98, "total_charge": 1, "energy_ev": -30778.7801, "s_squared": 0.75, "e_lumo_ev": [-1.8, -4.1], "elements": ["Hg", "C", "C", "O", "C", "C", "O", "C", "C", "O", "C", "C", "O", "H", "H", "H", "H", "H", "H", "H", "H", "H", "H", "H", "H", "H", "H", "H", "H", "C", "N", "C", "C", "N", "N", "C", "C", "H", "H", "H", "H", "H", "H", "H", "H", "H", "H", "H", "H", "H"], "positions_angstrom": [[-1.05, 0.01, -0.91], [2.39, 0.72, -0.50], [2.60, -0.71, -0.93], [1.34, -1.30, -1.23], [1.09, -2.56, -0.61], [0.84, -2.44, 0.88], [-0.32, -1.66, 1.09], [-0.43, -1.16, 2.41], [-1.42, -0.01, 2.42], [-1.01, 1.08, 1.60], [0.08, 1.84, 2.11], [1.12, 2.01, 1.03], [1.61, 0.73, 0.67], [3.36, 1.20, -0.33], [1.87, 1.28, -1.30], [3.23, -0.74, -1.82], [3.11, -1.26, -0.13], [0.21, -2.97, -1.10], [1.93, -3.25, -0.79], [0.72, -3.44, 1.31], [1.70, -1.97, 1.37], [-0.77, -1.94, 3.09], [0.56, -0.82, 2.75], [-2.38, -0.35, 2.03], [-1.58, 0.32, 3.45], [-0.28, 2.82, 2.43], [0.53, 1.34, 2.97], [0.67, 2.49, 0.15], [1.93, 2.66, 1.39], [1.91, 2.70, -3.75], [0.59, 2.17, -3.41], [0.28, 0.85, -3.94], [-0.28, 2.80, -2.58], [-1.19, 2.10, -1.96], [-0.14, 4.16, -2.42], [-0.08, 5.00, -3.63], [-0.91, 4.79, -1.37], [2.66, 1.93, -3.56], [2.14, 3.56, -3.12], [1.97, 2.98, -4.80], [0.78, 0.74, -4.90], [-0.79, 0.76, -4.09], [0.62, 0.05, -3.28], [-1.88, 2.67, -1.50], [0.49, 4.52, -4.42], [0.40, 5.94, -3.38], [-1.09, 5.20, -4.00], [-0.80, 4.25, -0.43], [-1.98, 4.87, -1.61], [-0.54, 5.80, -1.23]], "lowdin_spin": [0.470, 0.003, 0.003, 0.066, 0.017, 0.006, 0.108, 0.006, 0.014, 0.053, 0.002, 0.002, 0.009, 0.000, 0.001, 0.000, 0.000, 0.008, 0.000, 0.001, 0.000, 0.001, 0.000, 0.006, 0.000, 0.000, 0.000, 0.000, 0.000, 0.000, 0.001, 0.009, 0.011, 0.174, 0.011, 0.001, 0.001, 0.000, 0.000, 0.000, 0.000, 0.002, 0.008, 0.003, 0.000, 0.000, 0.000, 0.000, 0.000, 0.000]}